## i
Below is a 2-piece molecular cluster, CH3IN4 overall, with properties calculated with ωB97M-V/def2-TZVPD.

Structure (XYZ):
```
9
Properties=species:S:1:pos:R:3
C 1.78853 -0.66795 0.16389
N -3.46618 0.79376 -0.34915
N -2.41848 0.83337 0.04104
N 0.66742 -1.10115 0.05460
N -1.22625 1.02220 0.19820
I 3.04988 0.05104 -1.39886
H 2.32630 -0.74578 1.05101
H 0.08343 -1.07718 -0.88739
H -0.80465 0.89169 1.12666
```

Values from the calculation:
M (g/mol): 197.967
HOMO (eV): -9.725


## ii
Below is a 2-piece molecular cluster, CH3IN4 overall, with properties calculated with ωB97M-V/def2-TZVPD.

Structure (XYZ):
```
9
Properties=species:S:1:pos:R:3
C -1.56539 1.26634 0.43731
N 0.98090 -3.02639 -0.17538
N 1.26979 -1.94214 -0.35215
N -1.01276 0.39606 -0.33339
N 1.54196 -0.86278 -0.69105
I 2.54812 0.76887 -0.10624
H -1.11273 1.84899 1.22187
H -2.60900 1.35329 0.24847
H -0.04088 0.19776 -0.24945
```

Values from the calculation:
M (g/mol): 197.967
HOMO (eV): -9.621


## iii
Below is CH3IN4 as an isolated structure, with properties calculated with ωB97M-V/def2-TZVPD.

Structure (XYZ):
```
9
Properties=species:S:1:pos:R:3
C -1.04396 -0.18150 -0.77564
N -0.82948 -1.59823 -0.69772
N -0.14991 -1.82269 0.23126
N -0.05246 0.51582 -0.12526
N 0.48508 -0.89271 0.83120
I -3.09772 0.04815 0.05664
H -0.99931 0.09705 -1.89247
H -0.51516 1.29141 0.37251
H 1.15889 -1.07401 1.58726
```

Values from the calculation:
M (g/mol): 197.967
HOMO (eV): -9.192


Which of them is most stable? Easy: i.


## i
Below is a 5-piece molecular cluster, C2H13NO4 overall, with properties calculated with ωB97M-V/def2-TZVPD.

Structure (XYZ):
```
20
Properties=species:S:1:pos:R:3
C 1.15430 -1.08519 -2.53363
C 0.33109 -2.03716 -2.12405
N -0.56748 -1.78910 -1.07214
H 1.18896 -0.08701 -2.05989
H 1.96305 -1.15965 -3.24066
H 0.41718 -3.06951 -2.49113
H -0.50658 -0.84419 -0.75031
H -0.67761 -2.46455 -0.33410
H -1.50129 2.37462 1.12363
H -1.02573 0.92170 1.37702
O -0.71880 1.86402 1.34732
H 0.87398 -0.66762 0.42625
H 1.20120 0.51047 1.40673
O 0.84229 -0.37713 1.34291
H 0.52954 2.23938 -0.02538
H 1.54023 3.36102 0.09794
O 1.12278 2.79507 -0.55490
H -2.50012 -0.11032 2.81921
H -1.25858 -0.98115 2.61569
O -1.86623 -0.39452 2.15518
```

Values from the calculation:
M (g/mol): 115.129
HOMO (eV): -8.410
SMILES: C=CN.O.O.O.O


## ii
Below is a 4-piece molecular cluster, C2H13NO4 overall, with properties calculated with ωB97M-V/def2-TZVPD.

Structure (XYZ):
```
20
Properties=species:S:1:pos:R:3
C 1.59132 -0.47540 0.28645
N 1.49002 -1.67279 -0.56820
C 0.23751 -2.08789 -1.14082
O -0.57913 -0.93002 -1.41998
H 1.07973 -0.68632 1.22468
H 2.65096 -0.25635 0.36152
H 1.13177 0.38720 -0.18504
H 2.05180 -2.43849 -0.23697
H -0.41849 -2.74363 -0.56290
H 0.46803 -2.57336 -2.09972
H 0.10874 -0.37348 -1.83130
H -0.39351 2.55333 -0.11223
H -1.88476 2.81046 -0.03693
O -1.04420 3.21556 -0.29547
H -3.03544 0.30115 -1.44284
H -3.27105 0.22780 0.02487
O -3.13834 0.89590 -0.67731
H 1.62360 0.98018 2.69460
H 0.52810 1.39542 3.47060
O 0.80335 1.47072 2.54700
```

Values from the calculation:
M (g/mol): 115.129
HOMO (eV): -8.872
SMILES: CNCO.O.O.O


Which of them is most stable? Easy: i.


## i
Below is a 4-piece molecular cluster, C2H13NO4 overall, with properties calculated with ωB97M-V/def2-TZVPD.

Structure (XYZ):
```
20
Properties=species:S:1:pos:R:3
C -0.71578 -1.90221 2.10291
N -1.28552 -0.56720 1.96184
C -1.25019 -0.00869 0.65554
O -2.01771 -0.71068 -0.35361
H 0.11599 -1.97410 1.40311
H -0.36490 -2.05300 3.11827
H -1.43265 -2.70534 1.88864
H -2.19264 -0.44186 2.37998
H -0.23166 0.03779 0.28702
H -1.63796 1.01015 0.71456
H -2.36031 -1.50691 0.06833
H 0.28722 1.35734 -1.69806
H 1.10254 2.55042 -1.91700
O 0.49504 2.19664 -1.24636
H -0.61134 -1.56807 -1.60604
H 0.51368 -2.03588 -2.56205
O -0.23035 -1.43147 -2.48890
H 3.21785 3.53767 -0.98429
H 4.55679 3.11759 -0.45378
O 4.04190 3.09781 -1.27010
```

Values from the calculation:
M (g/mol): 115.129
HOMO (eV): -9.495
SMILES: CNCO.O.O.O


## ii
Below is a 4-piece molecular cluster, C2H13NO4 overall, with properties calculated with ωB97M-V/def2-TZVPD.

Structure (XYZ):
```
20
Properties=species:S:1:pos:R:3
C 1.19761 -2.67578 0.14059
N 1.52607 -1.50902 0.96478
C 0.47006 -0.50109 0.97062
O -0.67491 -0.92372 1.70490
H 0.94700 -2.25618 -0.84973
H 2.07610 -3.32409 0.17160
H 0.26805 -3.20541 0.45035
H 1.75851 -1.66753 1.92785
H 0.19381 -0.25235 -0.04970
H 0.92842 0.41557 1.35142
H -0.42589 -1.26229 2.66836
H -1.61016 2.05392 -1.32555
H -0.53736 1.56924 -0.17683
O -0.81300 2.28578 -0.80295
H -3.05759 0.49200 0.22526
H -2.04776 -0.53654 0.54189
O -2.86294 -0.42431 0.08310
H 0.73948 2.89481 -2.30294
H 2.19446 3.46184 -2.27117
O 1.58640 2.96743 -2.70773
```

Values from the calculation:
M (g/mol): 115.129
HOMO (eV): -9.594
SMILES: CNCO.O.O.O


Which of them is most stable? Easy: i.


## i
Below is a 3-piece molecular cluster, C2H4INO2 overall, with properties calculated with ωB97M-V/def2-TZVPD.

Structure (XYZ):
```
10
Properties=species:S:1:pos:R:3
C -1.05163 1.65826 -0.17803
C -1.57146 -1.84714 0.63056
N 0.06226 1.63674 -0.48977
O -1.54761 -1.01665 -0.22305
O 1.21015 1.48945 -0.69003
I 4.88267 0.33239 -0.79191
H 3.30785 0.24046 -0.38107
H -1.99405 2.09878 0.03134
H -0.75637 -2.70121 0.78691
H -2.54181 -1.89107 1.30505
```

Values from the calculation:
M (g/mol): 200.963
HOMO (eV): -9.636
SMILES: C#[N+][O-].C=O.I


## ii
Below is a 2-piece molecular cluster, C2H4INO2 overall, with properties calculated with ωB97M-V/def2-TZVPD.

Structure (XYZ):
```
10
Properties=species:S:1:pos:R:3
C 0.96224 0.55839 -0.01014
C -0.73478 -1.47294 -0.01473
N 0.00735 1.55784 -0.15698
O -0.45997 2.02601 -1.22425
O -0.37079 2.03052 0.92079
I 0.16360 -3.13385 0.70056
H 1.37992 0.47692 0.98989
H 1.21645 0.11083 -0.92089
H -1.52268 -0.93792 0.70208
H -0.64133 -1.21579 -0.98633
```

Values from the calculation:
M (g/mol): 200.963
HOMO (spin up / spin down) (eV): -9.946 / -8.936


Which of them is most stable? Easy: i.


## i
Below is a 2-piece molecular cluster, C2H4INO2 overall, with properties calculated with ωB97M-V/def2-TZVPD.

Structure (XYZ):
```
10
Properties=species:S:1:pos:R:3
C -0.26053 0.89057 -0.05125
C -0.08975 -0.50561 0.26695
N -0.64328 -1.20881 -0.74154
O -0.09862 1.86905 0.88362
O -0.45012 1.20579 -1.24450
I 2.92820 -0.19278 0.10132
H -0.08737 -0.77067 1.30264
H -0.13976 1.47178 1.75027
H -0.70188 -0.54121 -1.51757
H -0.45688 -2.21810 -0.74994
```

Values from the calculation:
M (g/mol): 200.963
HOMO (spin up / spin down) (eV): -8.734 / -8.661


## ii
Below is a 2-piece molecular cluster, C2H4INO2 overall, with properties calculated with ωB97M-V/def2-TZVPD.

Structure (XYZ):
```
10
Properties=species:S:1:pos:R:3
C 1.36361 -0.30133 0.06495
C 0.08158 -0.35539 -0.14547
N -0.91447 -0.89733 0.74441
O -1.63949 -1.64423 0.10535
O -0.88409 -0.66893 1.94000
I -1.54885 2.90566 -0.77246
H 0.00210 2.06728 -1.14702
H 1.67368 -0.26582 1.15312
H 2.09720 -0.19986 -0.76423
H -0.23127 -0.64005 -1.17866
```

Values from the calculation:
M (g/mol): 200.963
HOMO (eV): -10.145
SMILES: C=C[N+](=O)[O-].I


Which of them is most stable? Easy: i.


## i
Below is a 2-piece molecular cluster, C5H11O2 overall, with properties calculated with ωB97M-V/def2-TZVPD.

Structure (XYZ):
```
18
Properties=species:S:1:pos:R:3
C 0.15389 -1.10402 -2.29004
C -0.81922 -1.47793 -1.21971
O -1.95820 -1.32305 -1.66423
O -0.48627 -2.03891 -0.12657
H 1.14169 -0.95385 -1.94987
H -0.17694 -0.34582 -2.84978
H 0.37118 -2.05214 -2.85413
C 0.91474 1.38799 1.23592
C -0.15834 2.34889 1.17507
C 1.83989 1.52583 2.42873
H 1.55573 1.26035 0.25547
H 0.39821 0.37262 1.39568
H 0.25359 3.36332 0.88378
H -0.99365 2.18656 0.56686
H 2.89092 1.44885 2.33590
H 1.53428 0.79743 3.17727
H -0.54865 2.30525 2.26010
H 1.54363 2.42858 3.12521
```

Values from the calculation:
M (g/mol): 103.141
HOMO (eV): -3.677
Total charge: -1


## ii
Below is a 2-piece molecular cluster, C5H11O2 overall, with properties calculated with ωB97M-V/def2-TZVPD.

Structure (XYZ):
```
18
Properties=species:S:1:pos:R:3
C -0.18535 1.01672 -0.21695
C 0.35000 2.48188 -0.04271
C -1.43059 0.82664 0.60528
H -0.31491 1.03949 -1.28640
H 0.48719 0.31150 0.26452
H 1.39178 2.49844 0.28973
H -0.06698 3.04709 0.81628
H -2.33431 1.30111 0.19317
H -1.76052 -0.21538 0.66963
H 0.07084 3.15043 -0.85808
H -1.30866 1.19327 1.62298
C 1.32466 -2.25790 -0.66538
C 0.03649 -2.56966 0.18764
O -1.05507 -2.89843 -0.31125
O 0.22440 -2.28241 1.40451
H 0.97173 -1.39329 -1.22861
H 1.44372 -2.99826 -1.46680
H 2.15557 -2.25125 0.02245
```

Values from the calculation:
M (g/mol): 103.141
HOMO (eV): -3.741
Total charge: -1


## iii
Below is a 2-piece molecular cluster, C5H11O2 overall, with properties calculated with ωB97M-V/def2-TZVPD.

Structure (XYZ):
```
18
Properties=species:S:1:pos:R:3
C 1.76020 -0.78542 0.93798
C 0.61148 -1.70424 1.10972
C -0.39761 -1.57308 0.17826
O -1.64704 -2.13766 0.49515
H 2.63676 -1.32448 0.50317
H 1.51257 0.01024 0.21942
H 2.00225 -0.33954 1.95210
H 0.68757 -2.53400 1.75835
H -0.35593 -0.84690 -0.64337
H -2.15142 -2.15102 -0.31706
C -0.51100 1.75252 -1.15342
O 0.46830 0.82399 -1.10239
C -0.18928 2.99470 -0.29371
H -1.51046 1.38814 -0.77480
H -0.69111 2.22156 -2.15825
H -1.08400 3.66104 -0.35983
H 0.63405 3.62147 -0.72964
H 0.10686 2.69594 0.73484
```

Values from the calculation:
M (g/mol): 103.141
HOMO (eV): -2.889
Total charge: -1


## iv
Below is an isolated ion of composition C5H11O2 and charge -1, with properties calculated with ωB97M-V/def2-TZVPD.

Structure (XYZ):
```
18
Properties=species:S:1:pos:R:3
C -2.01626 -1.21063 1.31952
O -3.17506 -0.75555 1.86909
C -1.18660 -0.06567 0.46856
C 0.19018 -0.62446 -0.04019
C 0.91336 -0.02459 -1.29399
C 1.70872 1.30749 -0.95382
O 3.10702 1.28911 -1.04590
H -2.07888 -2.03151 0.60138
H -1.29469 -1.51791 2.12132
H -1.04661 0.91819 0.98103
H -1.84304 0.18846 -0.30702
H 0.90971 -0.60490 0.76677
H 0.09438 -1.69457 -0.26975
H 0.27802 0.15344 -2.21277
H 1.71010 -0.66849 -1.76159
H 1.43240 1.80466 -0.00825
H 1.48918 2.19527 -1.68034
H 3.23739 0.69604 -1.81670
```

Values from the calculation:
M (g/mol): 103.141
HOMO (eV): -2.220
SMILES: [O-]CCCCCO
Total charge: -1


Which of them is most stable? Easy: ii.